Here is 2 unconnected molecules or ions with the total composition C17H13N2O6S2 from OMol25. Energies are from ωB97M-V/def2-TZVPD.

CARTESIAN COORDINATES (ANGSTROEM)
C 5.017671 -1.837692 -1.477219
C 4.436392 -1.593892 -0.226877
C 3.161508 -1.031092 -0.143160
C 2.464692 -0.723050 -1.315710
S 0.943037 0.229859 -1.215871
C -0.258236 -0.921529 -0.822647
C -1.624262 -0.957416 -1.206921
C -2.284097 -2.228106 -1.267532
C -3.663831 -2.316597 -1.382556
C -4.449814 -1.154141 -1.422547
C -3.816529 0.099288 -1.448570
C -2.431357 0.206168 -1.407635
O 1.301630 1.093401 -0.102063
O 0.694740 0.813833 -2.512891
C 3.021980 -0.987000 -2.566200
C 4.301304 -1.544833 -2.644256
H 6.023425 -2.258547 -1.536883
H 4.977660 -1.829506 0.691118
H 2.726788 -0.808841 0.829441
H 0.205806 -1.843553 -0.473427
H -1.663454 -3.124409 -1.189851
H -4.141859 -3.296348 -1.420209
H -5.541703 -1.226900 -1.438495
H -4.419601 1.007100 -1.502014
H -1.941510 1.183295 -1.438794
H 2.465095 -0.723580 -3.464023
H 4.736058 -1.737563 -3.625867
O 0.345868 4.720470 4.386044
N 0.110370 4.533425 3.173498
O 0.221784 5.419473 2.290584
C -0.313741 3.250594 2.724461
C -0.505667 2.131422 3.492051
C -0.924230 1.068253 2.655211
N -1.768752 0.010571 3.103422
O -2.382849 -0.642935 2.229571
O -1.873965 -0.195182 4.326170
C -0.933498 1.390858 1.281561
S -0.670520 3.039218 1.011156
H -0.387538 2.098578 4.564652
H -1.158808 0.686908 0.493261

Atomic forces in eV per Å
-0.292 0.033 -0.030
-0.136 -0.017 -0.221
0.196 -0.141 -0.193
0.266 -0.053 -0.289
-0.223 -1.927 0.400
1.085 -0.131 -0.048
-0.575 0.058 -0.179
-0.060 0.520 0.031
0.152 0.350 0.141
0.004 0.165 -0.077
-0.086 -0.411 -0.210
0.181 -0.535 0.195
-0.128 0.775 -0.061
-0.001 0.775 -0.238
0.183 -0.104 0.266
-0.026 -0.001 0.194
-0.294 0.116 -0.014
-0.103 0.066 -0.276
0.037 0.037 -0.275
-0.109 0.216 -0.006
-0.249 0.226 -0.020
0.098 0.202 0.047
0.406 0.058 -0.046
0.121 -0.202 -0.033
-0.234 -0.245 -0.065
0.100 -0.035 0.220
-0.037 0.038 0.274
-0.419 -0.456 -2.036
0.542 1.741 0.314
-0.222 -1.417 1.635
-0.195 -0.194 -0.378
-0.112 0.368 -0.480
-0.405 1.182 -1.444
-0.841 -2.305 -0.029
1.147 1.155 1.776
0.204 0.400 -1.472
-0.489 0.132 1.464
0.804 -0.467 1.118
-0.070 -0.019 -0.071
-0.220 0.047 0.118

Summary:
* HOMO energy: -0.128 Ha
* DFT total energy: -54769.3781 eV
* net charge: -1
* HOMO-LUMO gap: 0.1772 hartree



Here is a molecular structure, C17H13N3S from OMol25. Energies are from ωB97M-V/def2-TZVPD.

CARTESIAN COORDINATES (ANGSTROEM)
N 1.545940 0.495452 -2.075589
N -1.742453 0.180575 0.892610
S -1.067111 0.598989 -2.943803
C 0.274588 0.513629 -1.821011
C 2.084634 0.106090 -0.952708
C 1.243181 0.150838 0.094539
C -1.367903 0.330849 -0.316505
C -5.665674 -0.149210 2.454140
C 6.274927 -0.585364 -1.227150
C -5.341809 0.993735 1.674751
C -4.715941 -0.988894 2.685437
C 5.506855 -1.328675 -0.254140
C 5.592092 0.463809 -1.855263
C -4.017227 1.010185 1.153383
C -3.372044 -0.910084 2.167958
C 4.097228 -1.095643 -0.039386
C 4.213870 0.746089 -1.599475
C -3.054823 0.154291 1.322997
C 3.491568 -0.060746 -0.784872
N -0.016526 0.301102 -0.571823
C -2.271093 0.442568 -1.593928
H 1.527914 -0.106025 1.137489
H -6.615896 -0.259905 3.008216
H 7.260713 -0.884403 -1.453191
H -6.045045 1.802162 1.617789
H -5.013669 -1.805920 3.276232
H 5.883129 -2.040585 0.333410
H 6.050746 1.112048 -2.555967
H -3.662220 1.956587 0.574080
H -2.674237 -1.616945 2.587119
H 3.643079 -1.779561 0.637470
H 3.863041 1.426691 -2.316667
H -2.913715 -0.428275 -1.740366
H -2.996122 1.254548 -1.515773

Atomic forces in eV per Å
-1.345 -0.035 -3.759
1.075 0.783 -1.182
-0.110 0.369 -0.245
0.498 0.428 -3.301
1.095 0.734 3.654
-1.324 -1.515 1.157
-2.249 -0.566 2.162
-3.516 4.918 -1.158
-3.173 -0.105 1.497
1.357 -1.635 0.600
5.198 -3.504 -0.130
-2.828 3.838 -2.624
-0.778 -0.582 1.326
-3.794 7.038 -2.464
-2.387 -0.256 1.328
3.250 0.931 -1.499
4.296 -1.251 -0.987
2.191 -5.050 2.018
0.378 -1.166 0.114
-0.125 0.124 2.193
0.862 -0.033 0.769
-1.193 0.393 -0.918
0.412 0.232 -0.743
0.996 -0.019 -0.187
0.088 0.340 -0.489
0.360 -1.208 0.900
1.926 -2.854 1.889
0.699 0.291 -0.656
-1.062 -1.430 0.920
0.359 -0.062 -0.473
-0.847 -0.118 0.288
-1.304 0.971 -0.202
0.438 -0.306 0.242
0.554 0.306 -0.040

Summary:
* HOMO energy: -0.299 Ha
* DFT total energy: -33142.7245 eV
* HOMO-LUMO gap: 0.3130 hartree



Here is a single C17H13N5OS molecule from OMol25. Energies are from ωB97M-V/def2-TZVPD.

CARTESIAN COORDINATES (ANGSTROEM)
O 1.852100 -2.134008 0.842665
N 0.103136 1.631384 -3.729832
N -1.475174 -1.989098 1.602635
N -0.039514 0.151099 -1.942587
N 0.109308 -0.042923 -0.684567
S 0.377013 2.875063 -1.463570
C 0.665384 -1.897777 0.910650
C 0.129834 1.428696 -2.427750
C -1.453892 -1.617508 0.360697
C 0.720488 -3.447289 5.920733
C 0.733652 4.816182 -5.539044
C 0.890503 5.652977 -4.439517
C -0.576320 -3.182290 5.541018
C 1.746614 -3.293051 5.013327
C 0.369998 3.487889 -5.359786
C 0.704135 5.172051 -3.165263
C -0.877037 -2.789656 4.238127
C 1.456392 -2.845749 3.711855
C 0.296325 2.967925 -4.055185
C 0.463747 3.803616 -2.961304
C 0.154031 -2.603054 3.290722
N -0.182294 -2.150651 1.991423
C -2.709430 -1.363064 -0.379415
C -0.139437 -1.426197 -0.284495
H 0.920155 -3.731745 6.953194
H 0.891452 5.186466 -6.591813
H 1.107650 6.729702 -4.584157
H -1.346699 -3.277773 6.313002
H 2.752291 -3.547717 5.358260
H 0.237888 2.819909 -6.224084
H 0.840467 5.826234 -2.329436
H -1.883073 -2.545851 3.949958
H 2.279337 -2.733974 3.010955
H -3.615482 -1.701406 0.163474
H -2.708717 -1.833987 -1.347550
H -2.788122 -0.293642 -0.561763
H -0.006707 -2.100780 -1.101578

Atomic forces in eV per Å
-0.324 0.248 0.469
-0.143 -0.481 1.005
-0.480 0.418 -1.852
0.111 -2.214 2.746
-0.250 1.290 -2.341
0.028 0.317 -0.445
2.408 -0.597 0.284
0.224 1.850 -1.715
-2.776 0.037 0.815
0.272 -0.024 0.526
-0.222 -0.556 -1.555
-0.135 0.996 0.029
-0.668 0.126 -0.182
-0.265 0.073 -0.327
0.478 -0.165 -0.477
0.334 -0.423 0.461
0.368 0.276 -0.067
1.167 -0.356 -0.218
-0.161 -0.841 0.060
0.053 0.431 0.574
-0.616 -0.216 1.155
1.793 0.207 -0.411
-0.875 0.146 0.528
-0.233 0.112 1.144
0.044 -0.049 -0.273
-0.262 -0.317 1.369
-0.064 -0.855 0.114
0.023 0.076 -0.564
-0.182 0.312 -0.546
0.047 0.327 0.557
-0.030 0.270 0.370
-0.250 -0.091 -0.006
-0.236 0.040 0.110
0.686 0.234 -0.146
0.131 -0.273 -0.446
-0.166 0.199 -0.069
0.169 -0.531 -0.676

Summary:
* HOMO energy: -0.308 Ha
* DFT total energy: -38171.2025 eV
* HOMO-LUMO gap: 0.2594 hartree
* SMILES: CC1=NN(c2ccccc2)C(=O)[C@@H]1/N=N/c1nc2ccccc2s1



Here is a molecular structure, C17H13OPS9V from OMol25. Energies are from ωB97M-V/def2-TZVPD.

CARTESIAN COORDINATES (ANGSTROEM)
V -1.497890 0.458974 0.448470
S -3.801644 6.105033 3.855228
C -3.346949 4.722613 3.176808
S -3.342499 4.719959 1.431656
C -2.700374 3.098468 1.239600
C -2.508896 2.336085 2.437842
S -2.096895 0.704059 2.570477
S -2.868865 3.205222 3.905550
S -2.245572 2.626076 -0.403580
S 0.896909 1.481335 0.049451
P 1.376306 -0.380227 -0.542643
S -0.404334 -1.428566 -0.315063
C 1.953092 -0.342818 -2.242734
C 0.994995 0.398648 -3.072825
C 1.338805 0.677101 -4.393978
C 2.579600 0.329867 -4.851930
C 3.522833 -0.373018 -4.056969
C 3.233537 -0.512560 -2.727483
C 2.591217 -1.253816 0.392097
C 3.061810 -2.456673 -0.073494
C 4.020416 -3.111428 0.622350
C 4.503464 -2.646776 1.784738
C 4.126833 -1.386798 2.251866
C 3.152442 -0.712994 1.556579
H 0.072507 0.623511 -2.629240
H 0.602819 0.952942 -5.097230
H 2.807008 0.644465 -5.871753
H 4.466079 -0.821641 -4.450715
H 4.010925 -0.957371 -2.032557
H 2.683178 -2.949613 -1.017804
H 4.364204 -4.076568 0.160480
H 5.228351 -3.215377 2.416549
H 4.587676 -0.926580 3.148447
H 2.859092 0.288242 1.856745
C -6.281589 -1.144131 2.030260
O -4.864517 -1.182866 1.600517
C -4.578409 -0.306725 0.627303
S -5.437969 1.021275 0.186794
S -3.179272 -0.801267 -0.284256
H -6.524914 -0.126651 2.320528
H -6.426775 -1.938512 2.833854
H -6.926716 -1.340898 1.160051

Atomic forces in eV per Å
0.661 0.828 -1.148
-0.267 0.695 1.185
0.074 -0.435 -0.953
0.568 -1.129 0.419
0.733 -1.042 0.622
-1.053 2.495 -2.114
0.411 -0.262 -0.510
-0.272 0.711 0.126
-0.230 -0.902 2.290
-0.721 -0.498 0.387
-0.876 -0.255 0.078
1.189 -0.240 -0.391
-2.054 3.135 -1.151
2.746 -2.226 0.090
-0.412 -0.777 1.777
1.791 -0.814 -0.584
0.055 0.987 -1.485
1.030 -2.347 1.967
0.566 0.684 0.681
-1.303 -0.494 -2.100
0.665 -3.161 -1.650
1.873 0.515 2.850
0.157 -0.079 0.529
-0.275 0.812 -0.418
-1.331 0.337 0.138
-0.664 1.017 -0.493
0.154 -0.574 0.119
-0.820 0.968 0.214
-0.973 0.489 -0.970
0.293 0.870 1.136
-0.201 0.944 0.880
-0.573 0.388 -0.905
-0.400 -0.511 -0.655
-0.114 -0.118 0.068
0.310 -0.754 0.291
-1.336 0.228 -0.350
-0.835 0.536 0.254
0.106 -0.520 0.305
0.471 -0.432 -0.212
0.052 -0.106 0.543
0.439 1.264 -1.089
0.363 -0.229 0.227

Summary:
* HOMO energy (alpha / beta): -0.275 / -0.274 Ha
* DFT total energy: -152381.2427 eV
* multiplicity: 2
* HOMO-LUMO gap (alpha / beta): 0.2175 / 0.2029 hartree
* <S²>: 0.829